Entry from the Open Molecules 2025 dataset: a cluster of 2 separate species, CH2BrNSi in total in a non-equilibrium geometry (ωB97M-V/def2-TZVPD).

Geometry as ORCA input:
```
! RIJCOSX wB97M-V def2-TZVPD def2/J DEFGRID3
* xyz 0 3
C -0.7393 -2.0922 -0.0400
N -1.6337 -2.8338 -0.0052
Si 0.2357 1.0400 0.0055
Br 2.4687 1.3788 0.0182
H -0.1900 1.2070 1.4504
H -0.1415 1.3003 -1.4289
*
```

Results
- largest force on an atom (eV/Å) = 1.57
- total energy (eV) = -80474.061
- orbital gap (alpha / beta) (Ha) = 0.289 / 0.223
- relative energy (zero: lowest compared OMol25 entry of this formula, charge and spin) (kJ/mol) = 46.76

=====

Entry from the Open Molecules 2025 dataset: the ion C4H12BFNO4S with charge +1 in a non-equilibrium geometry (ωB97M-V/def2-TZVPD).

Geometry as ORCA input:
```
! RIJCOSX wB97M-V def2-TZVPD def2/J DEFGRID3
* xyz 1 1
C -1.5105 1.7272 -1.7478
C -0.2591 0.7367 -2.1294
C 0.9317 0.6590 -1.0034
N 0.4906 0.1502 0.3554
C 0.5424 -1.3604 0.4863
B -0.7593 -2.0368 1.2287
O -0.6023 -3.4374 1.7544
O -2.0942 -1.4310 1.3990
S 1.4036 0.9537 1.6576
O 2.8232 0.3642 1.8493
O 0.4869 0.8129 2.9262
F 1.5692 2.6578 1.3964
H -2.0206 1.4198 -0.7132
H -1.1558 2.8504 -1.5836
H -2.3820 1.6559 -2.5507
H 0.2443 1.1715 -3.1205
H -0.6521 -0.3466 -2.4384
H 1.5173 1.6844 -0.9707
H 1.7229 -0.1367 -1.4109
H -0.5045 0.4381 0.5120
H 0.6223 -1.8711 -0.5839
H 1.5026 -1.7511 1.0783
H 0.1834 -3.8137 1.2572
H -2.0998 -1.0969 2.3516
*
```

Results
- largest force on an atom (eV/Å) = 9.91
- SMILES = CCC[N@@H+](CB(O)O)S(=O)(=O)F
- total energy (eV) = -28241.554
- orbital gap (Ha) = 0.337

=====

Entry from the Open Molecules 2025 dataset: a cluster of 10 separate species, C37H103N11O10 in total in a non-equilibrium geometry (ωB97M-V/def2-TZVPD).

Geometry as ORCA input:
```
! RIJCOSX wB97M-V def2-TZVPD def2/J DEFGRID3
* xyz 0 1
C -2.1737 -3.6365 -5.6692
O -2.5137 -2.8422 -4.5420
C -3.6281 -2.0726 -4.6364
C -3.6259 -1.3520 -3.3653
C -3.8310 -2.2131 -2.1112
N -4.5378 -0.2537 -3.3431
H -3.0947 -3.9404 -6.1666
H -1.6443 -4.5559 -5.4190
H -1.6792 -3.1290 -6.4974
H -3.7374 -1.3701 -5.4626
H -4.5058 -2.7185 -4.6583
H -2.6526 -0.8757 -3.2478
H -3.7044 -1.6208 -1.2049
H -2.9700 -2.8548 -1.9240
H -4.8784 -2.5004 -2.2030
H -4.1647 0.3620 -4.0515
H -4.2964 0.2258 -2.4876
C -3.1717 -3.4820 1.7039
O -3.1334 -2.2375 2.4223
C -4.3213 -1.3732 2.1735
C -3.9681 0.0975 2.6257
C -5.2148 0.9784 2.6234
N -3.1722 0.6294 1.4622
H -3.8368 -4.1732 2.2215
H -2.1116 -3.7232 1.7824
H -3.6188 -3.3849 0.7146
H -4.6341 -1.3763 1.1293
H -5.0447 -1.7968 2.8702
H -3.3660 0.1194 3.5341
H -5.4758 1.5073 1.7068
H -5.0111 1.7116 3.4039
H -6.1184 0.3884 2.7764
H -2.3494 0.0441 1.4852
H -3.5521 0.3787 0.5605
C 8.4991 1.0544 4.4486
O 8.0748 -0.0344 3.6965
C 7.1342 0.2013 2.7324
C 5.7216 0.5133 3.2473
C 4.8045 -0.6426 3.3057
N 5.1609 1.6009 2.3348
H 7.8230 1.1724 5.2954
H 8.7118 2.0368 4.0271
H 9.4263 0.8223 4.9726
H 7.4990 0.9755 2.0574
H 7.0269 -0.6714 2.0882
H 5.8310 0.8605 4.2747
H 3.8830 -0.2909 3.7697
H 5.0944 -1.3906 4.0437
H 4.6287 -1.1718 2.3692
H 4.1862 1.6352 2.0724
H 5.5538 1.3707 1.4333
C -5.1188 5.2528 2.6828
O -3.7570 4.8347 2.4684
C -3.4079 4.6278 1.1149
C -1.9095 4.2172 1.0433
C -1.5200 3.5592 -0.3344
N -1.4752 3.2981 2.0546
H -5.3537 5.6224 3.6810
H -5.7748 4.4644 2.3138
H -5.5012 6.0460 2.0404
H -4.0981 3.8736 0.7369
H -3.5184 5.5428 0.5330
H -1.2897 5.1103 1.1217
H -1.7004 4.2669 -1.1435
H -2.0799 2.6663 -0.6126
H -0.4392 3.4191 -0.3525
H -1.8286 3.4880 2.9815
H -1.9062 2.3931 1.9315
C 0.3639 1.1047 -2.7219
O 1.3169 0.2240 -2.1943
C 1.6848 0.1574 -0.7803
C 0.5179 0.1390 0.1705
C 0.9811 -0.1538 1.6094
N -0.3976 -0.8899 -0.2712
H -0.5644 1.0325 -2.1553
H 0.2869 1.1350 -3.8087
H 0.6294 2.1616 -2.7428
H 2.2047 -0.7862 -0.6146
H 2.4228 0.9182 -0.5259
H -0.0135 1.0906 0.1740
H 1.5912 0.6072 2.0959
H 1.3891 -1.1545 1.7514
H 0.1103 -0.0420 2.2554
H -0.0198 -1.8210 -0.1695
H -0.4523 -0.7770 -1.2733
C -3.1178 3.1757 5.3734
O -2.3914 2.6212 6.4237
C -1.1413 1.8122 6.0609
C -0.1019 2.5719 5.2617
C 1.1594 1.7243 5.0708
N 0.1952 3.8619 5.8347
H -4.1555 2.9823 5.6452
H -3.0335 2.7398 4.3779
H -2.8019 4.2096 5.2343
H -0.6138 1.6347 6.9982
H -1.4051 0.8365 5.6528
H -0.5447 2.7454 4.2809
H 1.5086 1.5442 6.0876
H 1.8811 2.2595 4.4538
H 0.7880 0.7492 4.7558
H 1.0544 3.8303 6.3646
H -0.3995 4.3053 6.5201
C 0.5778 7.6704 -4.2080
O 1.0426 6.3669 -3.6373
C 2.4996 6.2840 -3.7028
C 3.0229 5.0292 -2.9458
C 2.6255 5.1560 -1.4390
N 4.4734 4.8427 -3.0574
H 0.6667 7.6273 -5.2936
H 0.9910 8.5931 -3.8005
H -0.4728 7.8166 -3.9571
H 2.7577 6.1225 -4.7494
H 3.0620 7.1064 -3.2608
H 2.6309 4.1716 -3.4926
H 2.9668 4.2701 -0.9035
H 1.5363 5.1939 -1.4564
H 3.1008 5.9524 -0.8664
H 4.7462 5.7130 -2.6235
H 4.9208 4.1376 -2.4893
C -0.1229 -3.0414 -9.8893
O 1.2767 -2.9784 -9.6459
C 1.7404 -1.8918 -8.7382
C 1.4937 -2.1339 -7.1997
C 1.4329 -0.8828 -6.3986
N 2.3484 -3.1096 -6.6312
H -0.4869 -2.2490 -10.5433
H -0.6766 -2.8215 -8.9765
H -0.6231 -3.9049 -10.3279
H 2.7944 -1.7308 -8.9646
H 1.1267 -1.0318 -9.0061
H 0.4858 -2.5488 -7.1968
H 2.4256 -0.4346 -6.4413
H 1.1541 -1.0740 -5.3623
H 0.8778 0.0039 -6.7048
H 2.4715 -3.0745 -5.6293
H 2.0676 -4.0583 -6.8342
C -1.8165 -8.3342 3.5285
O -1.2271 -7.9833 2.2723
C -0.2573 -6.8633 2.0808
C -0.1268 -6.3262 0.6701
C 0.6535 -7.3360 -0.1933
N 0.4042 -4.9842 0.5904
H -2.6622 -7.6653 3.6880
H -1.1062 -8.1245 4.3283
H -2.1681 -9.3658 3.5469
H -0.6401 -6.0173 2.6516
H 0.6374 -6.9815 2.6920
H -1.1293 -6.3227 0.2422
H 1.6547 -7.5274 0.1930
H 0.8641 -6.8798 -1.1605
H 0.2354 -8.3154 -0.4258
H 1.4031 -5.1105 0.6702
H 0.2174 -4.6540 -0.3457
N 0.6447 -3.2029 3.2392
C 1.9524 -3.0707 3.3641
N 2.2385 -2.3590 4.4861
O 2.7931 -3.4576 2.5395
H 0.3597 -3.6334 2.3711
H 0.0258 -2.6996 3.8586
H 1.3867 -2.1351 4.9805
H 3.1534 -1.9746 4.6739
*
```

Results
- largest force on an atom (eV/Å) = 4.55
- SMILES = COC[C@H](C)N.COC[C@H](C)N.COC[C@H](C)N.COC[C@H](C)N.COC[C@H](C)N.COC[C@H](C)N.COC[C@H](C)N.COC[C@H](C)N.COC[C@H](C)N.NC(N)=O
- total energy (eV) = -76895.410
- orbital gap (Ha) = 0.336
- relative energy (zero: lowest compared OMol25 entry of this formula, charge and spin) (kJ/mol) = 695.68

=====

Entry from the Open Molecules 2025 dataset: an isolated molecule of C3H6N2O2 (ωB97M-V/def2-TZVPD).

Geometry as ORCA input:
```
! RIJCOSX wB97M-V def2-TZVPD def2/J DEFGRID3
* xyz 0 1
H -1.8039 2.1487 -0.3580
N -1.1511 1.4251 -0.0690
C -1.6993 0.2813 -0.1023
O -1.0949 -0.8500 0.2615
C 0.1700 -0.7578 0.9280
C 1.3722 -0.7399 -0.0147
N 1.3435 0.2095 -0.9826
O 2.2786 -1.5423 0.1336
H -2.7207 0.0652 -0.4213
H 0.1791 0.1322 1.5666
H 0.2650 -1.6635 1.5248
H 2.1668 0.3091 -1.5569
H 0.6947 0.9823 -0.9096
*
```

Results
- largest force on an atom (eV/Å) = 0.45
- SMILES = [H]/N=C/OCC(N)=O
- total energy (eV) = -10283.566
- orbital gap (Ha) = 0.390
- relative energy (zero: lowest compared OMol25 entry of this formula, charge and spin) (kJ/mol) = 118.80

=====

Entry from the Open Molecules 2025 dataset: a structure of composition C43H63GeN3O4RuSi4 in a non-equilibrium geometry (ωB97M-V/def2-TZVPD).

Geometry as ORCA input:
```
! RIJCOSX wB97M-V def2-TZVPD def2/J DEFGRID3
* xyz 1 6
Ru -1.9808 3.7253 1.8442
C -1.9865 5.5062 0.3694
Si -1.5766 6.7925 1.5603
C -2.6947 8.1199 0.8491
N -4.0991 7.6911 0.7457
C -4.7027 8.3160 -0.0761
C -6.1274 7.7207 -0.3095
C -6.4037 7.6380 -1.9750
C -6.6616 6.2849 -2.3717
C -6.9116 5.3906 -1.4440
C 0.1820 7.1880 1.8864
C 1.0689 6.0674 1.8054
C 2.4741 6.2529 1.6828
C 3.0209 7.5283 1.5150
C 2.1411 8.6144 1.6413
C 0.7839 8.4558 1.7202
C -1.9605 5.7317 3.3379
C -1.0349 4.9582 4.1504
C -1.5927 4.0999 5.1165
C -2.9534 3.9971 5.3812
C -3.8381 4.7092 4.6533
C -3.3228 5.4450 3.5928
H -1.7746 5.3944 -0.6031
H -3.0548 5.4565 0.0702
H -2.4158 8.4692 -0.1998
H -2.5733 8.8685 1.6540
H -2.9069 2.5885 1.1847
H -4.2084 9.0288 -0.6839
H -6.6881 8.7720 -0.2281
H -6.4149 7.0933 0.4383
H -5.7374 8.1932 -2.5877
H -7.3725 8.0065 -2.1677
H -6.6466 5.9226 -3.4901
H -3.6586 -7.6597 0.0938
H -6.9121 5.6835 -0.4427
H -7.4055 4.5073 -1.5957
H 0.7375 5.0027 1.8794
H 3.1766 5.4637 1.6585
H 4.0340 7.7779 1.4503
H 2.5688 9.6218 1.6032
H 0.2581 9.4044 1.7254
H 0.0787 5.0578 4.0515
H -0.8541 3.6365 5.7143
H -3.1590 3.4748 6.2839
H -4.8743 4.7228 4.9015
H -4.0357 5.9612 2.9784
H 1.5802 -8.4291 -0.7207
O -1.9840 -2.4199 5.2404
O -1.1296 -3.1264 4.9253
O 1.3170 -8.3371 -3.8337
C 0.5230 -8.2524 -2.8976
N -0.8496 -8.0286 -2.9892
C -1.5195 -8.2481 -1.5255
C -0.3761 -8.4414 -0.6255
O -0.3389 -8.4235 0.6097
N 0.7376 -8.4804 -1.4735
C -2.3314 -7.0152 -1.1745
C -3.2975 -6.7862 -0.2411
C -3.9020 -5.5063 0.1419
C -3.2386 -4.3457 -0.3203
C -2.2167 -4.5369 -1.3358
C -1.9615 -5.7205 -1.8484
C -2.4603 -9.5923 -1.2877
C -3.8271 -9.5003 -1.5422
C -4.6207 -10.6488 -1.3359
C -4.0073 -11.7298 -0.6578
C -2.6944 -11.7970 -0.3202
C -1.9351 -10.7057 -0.6367
H -1.2756 -8.7944 -3.5278
H -4.9334 -5.3660 -0.0661
H -3.8211 -5.5070 1.3126
H -3.5980 -3.2837 0.0375
H -1.7433 -3.4661 -1.8425
H -1.4187 -5.9568 -2.8090
H -4.2929 -8.6507 -2.0440
H -5.5603 -10.7077 -1.8486
H -4.6175 -12.6469 -0.4597
H -2.1754 -12.6795 -0.0252
H -0.9535 -10.7561 -0.2522
C 6.0725 -1.6454 -4.2337
Si 6.3161 -0.7983 -2.5154
C 7.7835 -1.5071 -1.7109
C 7.0977 0.7564 -3.0546
Ge 4.6693 -1.0632 -0.9419
Si 5.2817 -1.1441 1.3903
C 3.7684 -1.1623 2.4828
C 6.4603 -2.6245 1.5752
C 6.1310 0.5167 1.7985
Si 2.4792 0.0353 -1.4674
C 2.1517 0.2638 -3.3149
C 2.5145 1.5715 -0.3002
C 0.9161 -1.0498 -1.0026
H 6.9249 -1.8107 -4.7856
H 5.2604 -1.1654 -4.8704
H 5.5883 -2.5777 -4.0103
H 8.7463 -1.6235 -2.2250
H 7.5303 -2.4598 -1.2043
H 8.0440 -0.8158 -0.8871
H 8.0031 0.4171 -3.4900
H 7.5585 1.2681 -2.1950
H 6.5773 1.3531 -3.7887
H 3.0120 -1.7332 1.8939
H 3.2931 -0.2000 2.6657
H 3.9283 -1.5668 3.5458
H 7.0269 -2.6705 2.5512
H 7.1852 -2.5772 0.7697
H 5.9318 -3.5754 1.4601
H 5.4986 1.3365 1.4364
H 7.2006 0.7081 1.4859
H 6.1266 0.6329 2.8952
H 3.0931 0.6339 -3.7922
H 1.3144 0.8711 -3.6751
H 2.0713 -0.7294 -3.7356
H 3.4675 1.5521 0.2707
H 1.7150 1.2968 0.4258
H 2.2251 2.4987 -0.7600
H -0.1515 -0.7108 -1.0551
H 1.0978 -1.3233 0.0505
H 1.0266 -1.9727 -1.6718
*
```

Results
- largest force on an atom (eV/Å) = 10.32
- total energy (eV) = -148857.950
- orbital gap (alpha / beta) (Ha) = 0.103 / 0.109
- relative energy (zero: lowest compared OMol25 entry of this formula, charge and spin) (kJ/mol) = 775.13

=====

Entry from the Open Molecules 2025 dataset: a cluster of 2 separate species, C14H16 in total in a non-equilibrium geometry (ωB97M-V/def2-TZVPD).

Geometry as ORCA input:
```
! RIJCOSX wB97M-V def2-TZVPD def2/J DEFGRID3
* xyz 0 1
C 0.4634 1.1664 5.0129
C 0.9492 1.0277 3.6778
C 2.1583 0.1478 3.4869
C 2.4135 -0.2750 2.2513
C 1.8650 0.4155 1.1318
C 0.9104 1.3632 1.2855
C 0.3121 1.4924 2.5617
H -0.5995 1.2092 5.0138
H 0.6445 2.1582 5.5501
H 0.7971 0.2574 5.5481
H 2.9161 -0.0943 4.2120
H 3.1727 -1.0295 1.8917
H 2.1978 -0.0984 0.1659
H 0.5262 1.8976 0.3960
H -0.6244 2.1358 2.7890
C -0.4175 -0.2021 -5.0366
C -1.1133 -0.5560 -3.6688
C -0.1718 -0.7330 -2.6702
C -0.5008 -1.1682 -1.3947
C -1.8285 -1.4240 -1.0862
C -2.7507 -1.0999 -2.1589
C -2.4399 -0.7396 -3.4143
H -0.7361 -1.2056 -5.4345
H 0.6125 0.0019 -4.8409
H -0.9581 0.4656 -5.7166
H 0.9439 -0.7852 -2.8765
H 0.4094 -1.2008 -0.7583
H -2.1355 -1.5928 -0.0291
H -3.7786 -1.2797 -1.8623
H -3.2374 -0.2548 -4.0266
*
```

Results
- largest force on an atom (eV/Å) = 4.84
- SMILES = Cc1ccccc1.Cc1ccccc1
- total energy (eV) = -14774.815
- orbital gap (Ha) = 0.354
- relative energy (zero: lowest compared OMol25 entry of this formula, charge and spin) (kJ/mol) = 284.72